# 1
Computed, not measured: one molecule with the formula C22H24N2O3S in a non-equilibrium geometry, with the ωB97M-V functional and the def2-TZVPD basis.

```
52
Properties=species:S:1:pos:R:3
C -5.740 -1.639 -1.367
H -5.031 -1.913 -2.145
H -6.693 -1.395 -1.832
H -5.893 -2.493 -0.714
C -5.224 -0.425 -0.601
N -3.820 -0.540 -0.239
C -3.295 0.736 0.215
H -3.578 1.482 -0.535
C -1.773 0.747 0.346
C -1.113 0.284 -0.956
N 0.292 0.005 -0.791
C 0.750 -1.136 -0.218
O 0.081 -2.064 0.175
C 2.238 -0.979 -0.208
C 2.578 0.218 -0.742
C 3.956 0.659 -0.850
O 4.316 1.728 -1.310
C 4.877 -0.370 -0.322
C 6.256 -0.140 -0.338
C 7.134 -1.081 0.146
C 6.651 -2.281 0.661
C 5.297 -2.534 0.691
C 4.402 -1.582 0.201
O 3.078 -1.895 0.260
H 4.901 -3.455 1.086
H 7.339 -3.021 1.041
H 8.197 -0.893 0.128
H 6.598 0.800 -0.744
C 1.332 0.968 -1.111
C 1.196 2.239 -0.333
C 0.841 3.470 -0.787
C 0.794 4.440 0.240
C 1.112 3.927 1.454
S 1.484 2.251 1.376
H 1.157 4.429 2.400
H 0.536 5.470 0.075
H 0.629 3.683 -1.819
H 1.309 1.213 -2.182
H -1.226 1.040 -1.734
H -1.606 -0.637 -1.277
H -1.455 0.088 1.153
H -1.452 1.761 0.594
H -3.736 1.057 1.175
C -3.511 -1.668 0.628
C -4.072 -1.611 2.053
H -3.795 -2.519 2.582
H -5.157 -1.537 2.047
H -3.668 -0.763 2.601
H -3.889 -2.564 0.133
H -2.425 -1.772 0.675
H -5.870 -0.240 0.275
H -5.309 0.450 -1.254
```

**E**: -43161.74763 eV
**Energy relative to the best compared isomer or geometry (same formula, charge and spin)**: 0.5295 eV
**LUMO energy**: -0.00919 Eh

Mulliken population analysis, charges in e, atoms 1 to 5: -1.348 0.303 0.432 0.297 -0.470

# 2
Computed, not measured: a 5-piece molecular cluster, C24H56N2O5 overall in a non-equilibrium geometry, with the ωB97M-V functional and the def2-TZVPD basis.

```
87
Properties=species:S:1:pos:R:3
C 5.031 1.758 1.156
C 5.718 0.607 0.421
C 6.460 -0.131 1.507
C 7.022 -1.464 0.894
C 5.865 -2.336 0.452
C 4.884 -1.637 -0.487
N 4.610 -0.263 0.014
O 3.763 0.386 -0.912
C 5.481 -1.687 -1.931
C 3.546 -2.348 -0.455
C 6.474 1.315 -0.707
H 4.357 2.276 0.493
H 5.789 2.391 1.604
H 4.442 1.482 2.014
H 7.280 0.396 2.001
H 5.729 -0.404 2.263
H 7.635 -2.033 1.577
H 7.552 -1.167 0.006
H 5.487 -2.667 1.375
H 6.369 -3.194 -0.075
H 5.113 -0.999 -2.694
H 6.610 -1.644 -1.884
H 5.173 -2.657 -2.281
H 3.179 -2.292 0.545
H 2.805 -2.024 -1.164
H 3.744 -3.361 -0.662
H 5.899 1.948 -1.324
H 6.966 0.568 -1.356
H 7.178 1.972 -0.210
H 4.003 0.230 -1.823
C -4.029 2.425 0.482
C -5.109 1.405 0.830
C -4.399 0.048 1.065
C -5.232 -0.905 1.819
C -5.827 -0.298 3.033
C -6.638 0.914 2.795
N -5.694 1.858 2.148
O -6.485 3.053 1.827
C -8.005 0.637 2.059
C -6.887 1.524 4.174
C -6.152 1.315 -0.275
H -3.378 2.001 -0.280
H -3.452 2.709 1.376
H -4.511 3.306 0.076
H -4.026 -0.251 0.042
H -3.490 0.235 1.626
H -4.698 -1.807 2.106
H -6.021 -1.274 1.198
H -4.991 -0.059 3.721
H -6.474 -1.044 3.562
H -8.330 1.549 1.471
H -7.862 -0.193 1.383
H -8.753 0.376 2.838
H -7.482 0.799 4.714
H -5.929 1.704 4.657
H -7.456 2.441 4.100
H -6.687 2.273 -0.416
H -6.833 0.501 -0.225
H -5.577 1.086 -1.183
H -6.261 3.666 2.540
C -2.213 -2.279 -2.671
C -0.988 -2.203 -1.816
O -1.283 -1.382 -0.662
H -1.946 -2.901 -3.566
H -2.533 -1.289 -2.923
H -3.073 -2.703 -2.159
H -0.187 -1.820 -2.442
H -0.592 -3.165 -1.426
H -0.447 -1.262 -0.155
C 2.453 -1.526 -4.745
C 2.217 -0.269 -3.891
O 3.230 0.701 -3.933
H 1.518 -2.077 -4.687
H 3.312 -2.131 -4.424
H 2.496 -1.206 -5.782
H 2.096 -0.668 -2.896
H 1.322 0.257 -4.145
H 3.792 0.550 -4.711
C 0.206 2.203 0.223
C 0.136 0.971 1.096
O 0.831 -0.136 0.543
H 0.121 1.832 -0.726
H 1.164 2.691 0.160
H -0.598 2.939 0.440
H -0.918 0.678 1.174
H 0.597 1.146 2.068
H 1.790 0.035 0.438
```

**E**: -39010.06835 eV
**Energy relative to the best compared isomer or geometry (same formula, charge and spin)**: 1.8645 eV
**LUMO energy**: 0.02179 Eh

Mulliken population analysis, charges in e, atoms 1 to 5: -2.171 1.499 -1.171 -0.814 -1.322

# 3
Computed, not measured: CHF3NO3SYb as an isolated structure in a non-equilibrium geometry, with the ωB97M-V functional and the def2-TZVPD basis.

```
11
Properties=species:S:1:pos:R:3
Yb 2.322 -0.483 0.534
O 0.816 0.860 1.620
N -0.244 1.446 1.211
S -0.640 0.883 -0.397
O 0.461 -0.015 -0.860
O -1.086 1.967 -1.254
C -2.117 -0.257 -0.186
F -1.691 -1.473 0.085
F -2.856 0.196 0.804
F -2.813 -0.259 -1.304
H 3.585 -1.348 1.684
```

**E**: -59190.16217 eV
**Total charge**: +1
**Energy relative to the best compared isomer or geometry (same formula, charge and spin)**: 0.6270 eV
**Spin multiplicity**: 3
**LUMO energy (alpha / beta)**: -0.24159 / -0.31475 Eh

Mulliken population analysis, charges in e, atoms 1 to 5: 1.379 -0.442 -0.104 1.176 -0.520